Entry 1:
Entry from the OMol25 dataset: one molecule with the formula C6H11NO3 in a non-equilibrium geometry (ωB97M-V/def2-TZVPD).

- gap between HOMO and LUMO (eV) = 10.40
- max |F| (hartree/bohr) = 0.08125
- total energy (eV) = -14032.087
- energy above the lowest of the compared OMol25 structures with the same formula, charge and spin (kcal per mole) = 50.5
- SMILES = C[C@H]1CCNC(=O)C1(O)O
- LUMO (eV) = 0.75

XYZ file:
```
21
C6H11NO3 (ωB97M-V/def2-TZVPD)
C 1.22 -1.20 -1.22
C 0.94 -0.63 0.19
C 1.33 0.86 0.32
C 0.03 1.78 0.42
N -0.94 1.47 -0.63
C -1.55 0.29 -0.49
O -2.56 -0.11 -1.04
C -0.65 -0.68 0.43
O -1.00 -1.95 0.21
O -0.88 -0.37 1.82
H 0.72 -2.16 -1.46
H 2.39 -1.35 -1.33
H 0.79 -0.44 -2.03
H 1.51 -1.33 0.87
H 1.97 1.28 -0.51
H 1.85 1.24 1.31
H -0.38 1.50 1.34
H 0.33 2.78 0.52
H -1.56 2.20 -0.88
H -1.98 -2.22 0.03
H -1.59 -0.96 2.15
```

In elementary charge units, the Löwdin charges are:
1 C -0.082
2 C -0.265
3 C -0.125
4 C -0.165
5 N 0.110
6 C -0.401
7 O 0.081
8 C -0.496
9 O 0.003
10 O 0.005
11 H 0.070
12 H 0.112
13 H 0.115
14 H 0.159
15 H 0.114
16 H 0.145
17 H 0.075
18 H 0.107
19 H 0.136
20 H 0.184
21 H 0.117

=====

Entry 2:
Entry from the OMol25 dataset: C48H56GeN4NiP as an isolated structure in a non-equilibrium geometry (ωB97M-V/def2-TZVPD).

- multiplicity = 3
- gap between HOMO and LUMO (spin up / spin down) (eV) = 7.20 / 7.36
- max |F| (hartree/bohr) = 0.02528
- total energy (eV) = -163488.645
- ⟨S²⟩ = 2.017
- energy above the lowest of the compared OMol25 structures with the same formula, charge and spin (kcal per mole) = 0.0
- charge = +1
- LUMO (spin up / spin down) (eV) = -2.99 / -2.94

XYZ file:
```
111
C48H56GeN4NiP (ωB97M-V/def2-TZVPD)
Ni 0.52 -0.43 -0.04
C -2.02 4.11 2.44
C -1.24 3.92 3.73
C -0.93 5.04 4.52
C -0.23 4.92 5.71
C 0.17 3.66 6.16
C -0.13 2.54 5.40
C -0.82 2.67 4.20
N -1.09 1.47 3.44
C -0.21 0.95 2.54
N 1.11 1.31 2.78
C 2.23 1.15 1.93
C 2.36 0.06 1.09
C 3.44 -0.04 0.21
C 4.39 0.96 0.18
C 4.29 2.01 1.09
C 3.23 2.12 1.99
C 3.17 3.24 3.00
N -0.55 0.16 1.58
C -1.95 -0.16 1.44
C -2.72 0.58 0.56
C -4.06 0.28 0.37
C -4.64 -0.77 1.07
C -3.86 -1.52 1.95
C -2.51 -1.23 2.15
C -1.66 -2.06 3.09
H -2.99 4.56 2.64
H -2.19 3.17 1.91
H -1.49 4.78 1.75
H -1.26 6.02 4.18
H -0.01 5.80 6.30
H 0.71 3.56 7.10
H 0.15 1.55 5.74
H -2.06 1.24 3.25
H 1.20 2.02 3.48
H 3.54 -0.92 -0.42
H 5.22 0.91 -0.52
H 5.06 2.77 1.11
H 4.05 3.87 2.93
H 3.13 2.85 4.03
H 2.29 3.89 2.86
H -2.24 1.37 -0.02
H -4.65 0.87 -0.34
H -5.69 -1.01 0.93
H -4.32 -2.35 2.50
H -2.25 -2.87 3.53
H -1.24 -1.47 3.91
H -0.82 -2.51 2.57
C -1.99 -6.98 -1.19
C -1.42 -6.10 -2.30
C -0.34 -5.14 -1.82
C -0.89 -4.10 -0.81
Ge 0.41 -2.81 -0.33
C 1.88 -3.91 0.26
C 1.45 -4.74 1.49
C 2.63 -5.44 2.16
C 3.27 -6.53 1.29
H -2.73 -7.68 -1.58
H -2.48 -6.39 -0.41
H -1.19 -7.57 -0.71
H -2.23 -5.53 -2.77
H -0.99 -6.73 -3.08
H 0.09 -4.63 -2.69
H 0.47 -5.71 -1.35
H -1.17 -4.58 0.14
H -1.77 -3.59 -1.20
H 1.71 -0.82 1.27
H 2.73 -3.26 0.50
H 2.20 -4.57 -0.56
H 0.71 -5.50 1.18
H 0.95 -4.11 2.23
H 2.29 -5.88 3.10
H 3.39 -4.69 2.42
H 2.52 -7.28 1.00
H 4.07 -7.05 1.82
H 3.70 -6.12 0.37
N -0.20 0.00 -1.64
P -0.19 1.19 -2.63
C 0.84 2.64 -2.25
C 1.03 3.00 -0.91
C 1.81 4.10 -0.58
C 2.42 4.85 -1.58
C 2.24 4.50 -2.91
C 1.45 3.40 -3.25
C 0.36 0.72 -4.29
C -0.23 1.22 -5.45
C 0.28 0.88 -6.70
C 1.40 0.06 -6.79
C 1.99 -0.44 -5.64
C 1.48 -0.11 -4.39
C -1.85 1.88 -2.84
C -2.17 3.20 -2.54
C -3.49 3.65 -2.63
C -4.49 2.77 -3.04
C -4.18 1.45 -3.34
C -2.87 1.00 -3.24
H 0.56 2.41 -0.13
H 1.94 4.39 0.46
H 3.04 5.71 -1.32
H 2.71 5.09 -3.70
H 1.31 3.14 -4.29
H -1.11 1.86 -5.38
H -0.19 1.26 -7.60
H 1.80 -0.20 -7.77
H 2.86 -1.09 -5.71
H 1.93 -0.51 -3.48
H -1.39 3.90 -2.22
H -3.74 4.68 -2.40
H -5.51 3.12 -3.13
H -4.96 0.76 -3.66
H -2.62 -0.04 -3.45
```

Atom charges from the Löwdin analysis, given in e for atoms 1 to 99:
1 Ni 0.266
2 C -0.015
3 C -0.192
4 C -0.036
5 C -0.067
6 C -0.071
7 C -0.037
8 C -0.211
9 N 0.146
10 C -0.341
11 N 0.176
12 C -0.186
13 C -0.137
14 C -0.069
15 C -0.054
16 C -0.021
17 C -0.211
18 C -0.029
19 N 0.056
20 C -0.268
21 C -0.036
22 C -0.063
23 C -0.072
24 C -0.037
25 C -0.218
26 C -0.026
27 H 0.093
28 H 0.055
29 H 0.084
30 H 0.123
31 H 0.111
32 H 0.111
33 H 0.125
34 H 0.144
35 H 0.092
36 H 0.104
37 H 0.114
38 H 0.123
39 H 0.087
40 H 0.092
41 H 0.081
42 H 0.098
43 H 0.102
44 H 0.109
45 H 0.115
46 H 0.084
47 H 0.080
48 H 0.043
49 C -0.108
50 C -0.267
51 C -0.286
52 C -0.362
53 Ge 1.138
54 C -0.370
55 C -0.284
56 C -0.265
57 C -0.105
58 H 0.073
59 H 0.066
60 H 0.077
61 H 0.109
62 H 0.107
63 H 0.107
64 H 0.095
65 H 0.066
66 H 0.069
67 H 0.062
68 H 0.050
69 H 0.063
70 H 0.102
71 H 0.090
72 H 0.107
73 H 0.107
74 H 0.077
75 H 0.073
76 H 0.068
77 N -0.304
78 P 0.731
79 C -0.289
80 C -0.090
81 C -0.078
82 C -0.074
83 C -0.065
84 C -0.061
85 C -0.305
86 C -0.082
87 C -0.071
88 C -0.078
89 C -0.076
90 C -0.084
91 C -0.306
92 C -0.071
93 C -0.074
94 C -0.083
95 C -0.082
96 C -0.091
97 H 0.079
98 H 0.095
99 H 0.109